Here is C35H33F5N5ReS as an isolated structure at a distorted geometry from the Open Molecules 2025 dataset. Energies are from ωB97M-V with the def2-TZVPD basis set.

The geometry in XYZ format:
```
80
Properties=species:S:1:pos:R:3:forces:R:3
Re -0.129497 -0.244076 0.290232 -0.712 4.160 -1.328
F 0.415654 4.702009 4.864129 -0.124 -0.304 -0.508
C 0.202640 4.106867 3.715917 0.089 0.235 -0.183
C 0.135374 2.706723 3.648514 -0.045 -0.751 -0.220
F 0.269786 1.952424 4.724685 -0.002 0.293 -0.168
C -0.054168 2.112691 2.412026 0.149 0.665 0.075
F -0.063734 0.728355 2.302746 -0.067 0.019 0.193
C -0.215308 2.828582 1.225485 -0.044 -0.155 0.007
S -0.561237 2.018927 -0.294095 0.625 -2.823 1.280
C -0.142896 4.225113 1.311863 0.084 0.096 0.167
F -0.255455 4.942567 0.211022 -0.021 -0.061 0.199
C 0.084461 4.858021 2.536956 -0.014 0.034 -0.148
F 0.203508 6.165718 2.570284 -0.084 -0.278 0.091
C -6.969873 -2.177725 0.648430 0.153 0.269 0.002
C -5.781552 -3.114243 0.888400 -0.266 -0.611 0.213
C -5.916646 -4.318602 -0.047909 0.185 0.294 -0.041
C -5.817374 -3.642734 2.340458 0.117 0.249 -0.152
C -4.482263 -2.370387 0.718755 0.019 -0.065 -0.092
C -4.182068 -1.244775 1.495642 0.342 0.281 -0.064
C -2.984282 -0.582211 1.332206 -0.864 0.180 0.854
N -2.056374 -0.957867 0.442537 0.455 -0.522 -0.119
C -2.330044 -2.032956 -0.341828 -0.428 -0.541 -0.246
C -3.504729 -2.754188 -0.205820 0.444 0.337 -0.092
C -1.305499 -2.299173 -1.366382 -0.093 -0.630 -0.283
C -1.355040 -3.344153 -2.270532 -0.022 0.397 0.352
C -0.358226 -3.519095 -3.239132 0.246 0.296 0.063
C 0.636533 -2.535262 -3.276678 -0.282 -0.024 0.136
C 0.624659 -1.502432 -2.367534 0.558 0.214 -0.424
N -0.284792 -1.392946 -1.388314 -0.235 -0.226 0.057
C -0.393760 -4.691878 -4.177242 -0.224 -0.329 -0.247
C 0.842129 -4.767044 -5.069726 -0.139 0.097 0.203
C -0.485898 -5.979956 -3.339635 0.106 0.188 0.029
C -1.649070 -4.555877 -5.062607 0.183 0.112 0.100
H -7.889415 -2.753895 0.695675 -0.069 -0.033 0.035
H -6.912824 -1.705118 -0.329390 -0.045 0.001 -0.152
H -7.027944 -1.392229 1.396372 -0.041 0.110 0.125
H -6.863152 -4.824054 0.135256 0.014 0.059 0.056
H -5.123886 -5.042476 0.129949 0.086 -0.146 -0.102
H -5.920442 -3.999274 -1.089979 0.048 -0.109 -0.138
H -6.703004 -4.255051 2.480003 -0.109 -0.017 0.002
H -5.854372 -2.821005 3.049877 -0.011 0.025 0.193
H -4.943437 -4.254928 2.548009 0.080 -0.108 0.095
H -4.880125 -0.885458 2.235322 -0.038 0.102 0.022
H -2.768558 0.296295 1.927790 0.078 -0.043 0.023
H -3.676748 -3.614827 -0.826406 -0.017 -0.063 -0.139
H -2.173781 -4.042640 -2.231258 -0.100 -0.054 0.053
H 1.417328 -2.566754 -4.017914 0.077 0.064 -0.061
H 1.371185 -0.720746 -2.426873 0.097 -0.080 0.087
H 1.740183 -4.873638 -4.468068 0.251 -0.016 0.010
H 0.929382 -3.893223 -5.709157 0.078 0.109 -0.133
H 0.770133 -5.638020 -5.713601 -0.015 -0.072 -0.050
H 0.330435 -6.024432 -2.621745 0.089 -0.103 0.091
H -0.408038 -6.844465 -3.991214 -0.018 -0.072 -0.095
H -1.426499 -6.054746 -2.803266 -0.156 -0.041 0.093
H -1.589473 -3.656251 -5.670813 -0.042 0.064 -0.121
H -2.559483 -4.511542 -4.471896 -0.166 -0.040 0.058
H -1.711945 -5.416368 -5.722767 -0.021 -0.068 -0.054
C 3.984700 -1.175668 0.603073 -0.138 0.032 -0.023
C 2.632045 -0.960185 0.791343 0.418 -0.699 0.358
N 1.955505 -0.005648 0.136894 -0.379 -0.517 0.524
C 2.641786 0.810157 -0.675483 0.578 0.636 -0.707
C 4.005211 0.670817 -0.926442 -0.486 -0.160 0.086
C 4.679464 -0.374759 -0.288625 -0.413 -0.036 0.208
C 4.726324 1.635772 -1.772136 0.213 0.465 -0.389
C 5.255154 1.433614 -2.982074 -0.257 0.076 0.650
C 5.134640 0.229474 -3.788943 0.458 -0.375 -1.614
C 5.644026 0.230101 -5.099678 -0.254 -0.079 0.743
C 5.428295 -0.925876 -5.833817 0.246 0.664 -0.104
N 4.805812 -1.954106 -5.309330 -0.394 -1.803 -0.823
C 4.383152 -1.916172 -4.068764 0.546 1.026 -0.572
N 4.513346 -0.846541 -3.317216 -0.634 0.231 1.816
H 4.480982 -1.965119 1.142088 0.021 -0.110 0.096
H 2.065087 -1.577579 1.485353 0.056 -0.018 -0.005
H 2.063765 1.588619 -1.158560 0.144 -0.008 -0.057
H 5.728436 -0.543998 -0.474471 0.116 0.044 -0.041
H 4.848555 2.621323 -1.337071 0.021 0.026 0.082
H 5.803609 2.239149 -3.448652 -0.022 0.152 0.046
H 6.158321 1.084345 -5.509431 0.057 0.072 -0.048
H 5.750331 -1.013869 -6.866847 0.010 -0.002 0.074
H 3.899389 -2.788826 -3.658004 -0.043 -0.178 0.099
```
Positions in Å, forces in eV/Å.

## Properties
spin multiplicity = 2
orbital gap (alpha / beta) = 3.7 / 4.6 eV
net charge = +3
HOMO level (alpha / beta) = -15.93 / -15.94 eV
M = 836.9 g/mol
expectation value of S² = 0.878

Here is the molecule C2H3BrN2S at a distorted geometry from the Open Molecules 2025 dataset. Energies are from ωB97M-V with the def2-TZVPD basis set.

The geometry in XYZ format:
```
9
Properties=species:S:1:pos:R:3:forces:R:3
Br 0.228112 1.166400 -3.031374 0.135 0.098 -0.242
C 1.047577 0.660266 -1.404088 -1.259 -0.334 0.287
N 2.155786 1.050578 -1.040030 1.921 -0.762 1.222
S 2.389854 0.004029 0.652559 0.829 1.093 -2.475
N 0.784233 0.031478 0.832362 -1.963 0.727 2.551
C 0.113540 -0.109019 -0.459015 -1.624 -1.421 -0.065
H 0.549180 0.710480 1.609293 -0.508 -0.801 -2.040
H -0.977355 0.293384 -0.660377 2.154 -0.633 1.261
H 0.050529 -1.264865 -0.612008 0.316 2.033 -0.499
```
Positions in Å, forces in eV/Å.

## Properties
orbital gap = 8.7 eV
net charge = 0
HOMO level = -8.81 eV
M = 167.0 g/mol
SMILES = BrC1=NSNC1

Here is C42H39BrN3O8V as an isolated structure at a distorted geometry from the Open Molecules 2025 dataset. Energies are from ωB97M-V with the def2-TZVPD basis set.

The geometry in XYZ format:
```
94
Properties=species:S:1:pos:R:3:forces:R:3
V 1.667097 1.572249 0.382420 0.151 0.346 0.457
C 0.628440 5.625638 0.355334 0.002 -0.045 -0.068
O 0.951386 5.240831 1.703035 0.069 0.059 -0.048
C 1.171046 3.900563 1.650245 0.238 -0.092 0.263
N 0.844530 3.314425 0.513766 -0.486 0.225 0.025
C 0.213956 4.305848 -0.343445 -0.069 0.121 0.095
C -1.292132 4.152485 -0.408906 0.036 0.038 0.012
C -1.992267 4.767014 -1.442106 -0.005 -0.014 0.039
C -3.373680 4.675458 -1.508988 -0.008 0.009 -0.016
C -4.069793 3.964869 -0.539912 0.024 0.005 -0.001
C -3.374135 3.350653 0.491170 -0.028 0.011 0.009
C -1.990642 3.442147 0.558385 -0.020 0.001 -0.024
C 1.716507 3.121322 2.674376 -0.250 0.286 -0.446
C 2.331866 3.639400 3.828941 0.128 -0.289 0.394
C 2.872656 2.773678 4.734013 -0.087 0.360 -0.071
C 2.700623 1.383040 4.521858 -0.104 -0.313 -0.245
C 2.083947 0.929926 3.389167 -0.163 0.225 0.493
N 1.662055 1.763319 2.379897 0.224 -0.051 -0.182
C 1.714595 -0.475950 3.246907 0.034 -0.330 -0.107
N 1.095957 -0.956893 2.253813 -0.219 0.209 0.338
C 0.910259 -2.378042 2.474642 0.000 -0.072 0.220
C 1.547755 -2.615734 3.873133 -0.090 -0.125 -0.157
O 2.050039 -1.329623 4.262099 0.079 0.133 -0.016
C -0.545360 -2.778446 2.366417 0.017 0.011 -0.022
C -0.915980 -4.103136 2.579591 -0.005 -0.007 -0.011
C -2.244522 -4.489645 2.488286 0.029 -0.027 0.003
C -3.219412 -3.552425 2.173096 -0.008 0.010 -0.019
C -2.853700 -2.234004 1.945120 0.001 -0.001 0.019
C -1.523617 -1.845957 2.041450 0.037 -0.039 -0.054
H 1.513753 6.069836 -0.105576 0.020 -0.047 0.013
H -0.178686 6.353663 0.393658 0.008 0.019 -0.003
H 0.630944 4.246248 -1.349792 -0.007 -0.017 -0.024
H -1.444997 5.302716 -2.210467 -0.012 0.003 -0.008
H -3.908073 5.147236 -2.324355 0.005 0.002 -0.004
H -5.147994 3.883153 -0.595664 -0.005 -0.003 0.005
H -3.912420 2.784790 1.241762 0.016 -0.008 0.003
H -1.443168 2.932502 1.342288 -0.004 0.003 0.000
H 2.372214 4.711571 3.963777 0.033 0.009 -0.044
H 3.383712 3.139461 5.613783 0.007 -0.035 0.008
H 3.035937 0.656384 5.247471 -0.061 0.024 0.063
H 1.463438 -2.929319 1.706373 0.018 0.032 0.014
H 2.384401 -3.313530 3.841670 -0.003 0.004 0.020
H 0.818580 -2.954235 4.610515 0.008 0.052 0.034
H -0.156093 -4.842057 2.814429 0.001 -0.006 0.007
H -2.517518 -5.523988 2.657627 -0.007 -0.003 -0.001
H -4.257192 -3.852252 2.098435 -0.004 0.001 -0.004
H -3.604864 -1.498467 1.684765 0.004 -0.013 0.002
H -1.224625 -0.823924 1.844493 -0.009 0.020 0.000
O 6.226011 3.671281 -3.092523 -0.071 -0.007 0.027
C 5.304672 3.276759 -2.424440 0.169 0.065 -0.089
C 4.042092 2.600082 -2.953149 -0.189 -0.070 -0.155
O 3.774631 2.397632 -4.118598 0.042 0.033 0.061
C 3.269698 2.278819 -1.751424 0.181 0.124 0.417
C 3.955068 2.674846 -0.595351 -0.081 -0.242 -0.507
O 3.386207 2.398939 0.540407 1.143 0.498 0.285
C 5.200434 3.358426 -0.904539 -0.022 0.044 0.272
O 5.996355 3.897993 -0.160806 0.014 -0.055 -0.074
O 2.129852 1.713893 -1.593869 -0.007 0.151 -0.481
C -1.601972 -5.219610 -1.791997 0.030 0.000 0.015
C -0.148786 -4.767956 -1.989658 0.018 -0.040 -0.035
C 0.740206 -5.673516 -1.129954 -0.019 0.056 -0.010
C 0.238851 -4.949490 -3.465275 -0.024 0.001 0.061
C 0.018680 -3.300280 -1.603899 -0.040 0.077 -0.005
C 1.188805 -2.812189 -1.039210 -0.013 -0.014 -0.020
C 1.255192 -1.486176 -0.669131 0.137 0.214 0.022
Br 2.915854 -0.813501 0.003456 0.207 -0.346 -0.329
C 0.192198 -0.572046 -0.783815 0.302 -0.464 -0.140
O 0.221962 0.582929 -0.154841 -1.123 -0.691 -0.232
C -0.888513 -1.007975 -1.581928 -0.203 0.025 0.066
C -0.966070 -2.359280 -1.900816 0.062 -0.006 -0.088
C -1.981650 -0.040417 -2.053896 -0.037 0.003 0.059
C -3.049468 0.082084 -0.959483 0.054 0.010 0.032
C -2.643775 -0.533824 -3.351157 0.021 -0.021 0.129
C -1.396599 1.342531 -2.363371 0.030 0.043 -0.010
H -1.678688 -6.297913 -1.951576 -0.007 -0.005 -0.012
H -2.278969 -4.737215 -2.497653 -0.008 0.009 0.012
H -1.943797 -4.993035 -0.780109 -0.007 -0.007 0.018
H 0.549970 -6.719505 -1.380077 0.007 -0.006 0.002
H 0.529569 -5.529194 -0.067804 0.001 0.003 0.011
H 1.800474 -5.483638 -1.299887 0.013 -0.013 0.001
H 0.178413 -6.002990 -3.753367 -0.008 0.005 -0.017
H 1.257171 -4.597691 -3.638659 0.010 -0.022 -0.015
H -0.429374 -4.375503 -4.109915 0.015 0.013 -0.008
H 2.053376 -3.441867 -0.879916 -0.002 -0.008 0.013
H -1.844222 -2.700065 -2.428827 -0.034 0.025 -0.045
H -3.483039 -0.895580 -0.734044 -0.002 -0.005 -0.027
H -3.849112 0.757476 -1.277258 0.016 0.015 0.011
H -2.606876 0.481638 -0.044444 -0.012 0.005 -0.007
H -3.260219 -1.422096 -3.204070 0.000 -0.035 0.015
H -1.889187 -0.753575 -4.108635 -0.015 -0.008 -0.018
H -3.296224 0.252105 -3.737160 -0.004 0.006 0.013
H -0.923183 1.779057 -1.489627 -0.080 -0.026 -0.144
H -2.196158 2.010751 -2.693918 -0.016 -0.017 -0.029
H -0.644687 1.276093 -3.152782 0.014 0.006 -0.005
```
Positions in Å, forces in eV/Å.

## Properties
spin multiplicity = 2
orbital gap (alpha / beta) = 5.8 / 5.8 eV
net charge = -1
HOMO level (alpha / beta) = -3.59 / -3.63 eV
M = 844.6 g/mol
expectation value of S² = 0.770

Here is C4H12N2O2 as an isolated structure at a distorted geometry from the Open Molecules 2025 dataset. Energies are from ωB97M-V with the def2-TZVPD basis set.

The geometry in XYZ format:
```
20
Properties=species:S:1:pos:R:3:forces:R:3
C 0.469786 -2.205827 -1.020288 -2.392 3.029 -3.403
N -0.916085 -1.584877 -0.735303 4.538 -1.215 1.335
C 0.402836 -0.436643 1.024779 -0.346 -0.477 -0.944
C -0.851935 -0.282694 -0.034589 1.205 -0.591 0.375
C -0.657653 1.069558 -0.827226 -0.299 -1.275 -1.851
N -0.711721 2.182302 0.090956 0.779 -1.015 -0.428
O 1.421504 -1.416961 -1.410148 -1.442 -0.982 0.406
H 0.158299 -2.946043 -1.920847 0.701 0.496 1.223
H -1.446751 -2.313105 -0.223567 -0.248 0.674 -0.593
H 1.433511 -0.450847 0.522869 -1.574 0.465 1.141
H 0.185787 -1.392188 1.515449 0.313 0.013 -0.087
H 0.247247 0.361317 1.773285 0.437 -0.010 -0.693
H -1.759704 -0.295862 0.504785 -1.034 0.573 0.672
H 0.332566 0.780117 -1.484679 -2.246 1.697 1.358
H -1.618446 1.225625 -1.483101 1.946 -0.520 0.642
H -0.836789 3.050844 -0.409572 0.015 0.295 -0.355
H 0.298630 2.289442 0.878685 1.447 -0.290 1.640
H 0.895081 -2.747559 -0.187041 -0.340 -1.310 0.954
H 1.664765 2.990120 1.840543 -0.358 -0.442 -0.294
O 1.289074 2.123280 1.585012 -1.102 0.884 -1.097
```
Positions in Å, forces in eV/Å.

## Properties
spin multiplicity = 2
orbital gap (alpha / beta) = 5.2 / 4.6 eV
net charge = +1
HOMO level (alpha / beta) = -14.27 / -13.76 eV
M = 120.2 g/mol
expectation value of S² = 0.770

Look up the M of the third one.
844.6 g/mol

Which of these has the lowest net charge?
C42H39BrN3O8V

What is the M in the third record?
844.6 g/mol